[1]
Density functional theory data (the ωB97M-V functional and the def2-TZVPD basis) for C38H41Cl2NO8TaTe as an isolated structure in a non-equilibrium geometry.

```
92
Properties=species:S:1:pos:R:3
Ta -0.51 -0.95 1.08
Cl -1.13 -0.88 4.31
C -0.04 0.38 4.90
Cl 1.11 0.93 3.65
H 0.54 -0.02 5.72
H -0.64 1.23 5.19
C 1.64 -7.24 0.09
O 0.29 -7.35 0.54
C -0.44 -6.25 0.68
C -1.74 -6.46 1.18
C -2.56 -5.38 1.39
C -2.13 -4.06 1.11
C -2.91 -2.94 1.50
C -4.36 -3.03 1.86
O -2.41 -1.78 1.59
C -0.84 -3.90 0.56
O -0.40 -2.67 0.23
C 0.01 -4.97 0.35
H 2.05 -8.24 0.16
H 2.20 -6.56 0.73
H 1.67 -6.91 -0.95
H -2.06 -7.47 1.41
H -3.54 -5.55 1.81
H -4.83 -3.96 1.58
H -4.87 -2.20 1.36
H -4.47 -2.88 2.94
H 0.98 -4.80 -0.09
O -2.12 0.02 -0.20
C -2.26 0.88 0.70
O -1.27 0.88 1.59
C -3.34 1.83 0.83
C -3.36 2.70 1.92
C -4.40 3.61 2.08
C -5.39 3.59 1.12
O -6.48 4.37 1.07
C -7.22 3.96 -0.10
O -6.47 2.93 -0.73
C -5.37 2.72 0.04
C -4.36 1.82 -0.14
H -2.55 2.67 2.63
H -4.44 4.30 2.91
H -7.31 4.81 -0.78
H -8.19 3.58 0.21
H -4.34 1.13 -0.98
C 3.37 -1.95 2.06
C 1.98 -1.56 1.71
O 0.98 -2.04 2.30
N 1.63 -0.67 0.74
Te 2.91 0.72 0.08
C 3.46 0.33 -1.90
C 3.20 -0.84 -2.63
C 2.48 -2.06 -2.13
C 3.67 -0.87 -3.95
C 4.36 0.18 -4.53
C 4.86 0.10 -5.94
C 4.62 1.31 -3.75
C 4.18 1.41 -2.44
C 4.49 2.66 -1.66
C 1.41 2.15 -0.09
C 0.39 2.02 -1.04
C 0.26 0.91 -2.05
C -0.58 3.01 -1.07
C -0.56 4.10 -0.20
C -1.64 5.14 -0.24
C 0.49 4.20 0.70
C 1.49 3.25 0.78
C 2.61 3.48 1.76
H 3.33 -2.89 2.61
H 3.80 -1.19 2.72
H 4.01 -2.05 1.19
H 2.38 -2.10 -1.05
H 3.02 -2.95 -2.46
H 1.48 -2.12 -2.55
H 3.48 -1.76 -4.53
H 4.46 -0.77 -6.45
H 5.95 0.05 -5.96
H 4.56 0.99 -6.50
H 5.17 2.14 -4.17
H 5.12 3.32 -2.25
H 5.04 2.46 -0.73
H 3.59 3.22 -1.40
H 0.86 0.03 -1.82
H 0.57 1.26 -3.03
H -0.78 0.60 -2.11
H -1.39 2.92 -1.79
H -2.36 4.94 -1.04
H -1.22 6.13 -0.39
H -2.18 5.15 0.71
H 0.53 5.06 1.37
H 2.27 4.11 2.58
H 3.45 4.00 1.28
H 3.02 2.57 2.21
```

Values from the calculation:
- Spin multiplicity: 2
- Charge: +2
- HOMO (spin up / spin down): -0.465 / -0.468 Ha
- Energy relative to the best compared isomer or geometry (same formula, charge and spin): 6.0 kcal/mol
- Electronic energy: -3374.3440 a.u.

Atomic partial charges in e from the Mulliken method, atoms 1 to 2:
1. Ta 1.31
2. Cl -0.02

***

[2]
Density functional theory data (the ωB97M-V functional and the def2-TZVPD basis) for a 10-piece molecular cluster, C38H41F9O32S overall in a non-equilibrium geometry.

```
121
Properties=species:S:1:pos:R:3
C -0.20 -0.65 1.89
C 0.14 -0.37 0.53
C -0.82 -0.98 -0.59
C -0.17 -2.20 -1.44
O -1.03 -3.07 -1.77
O 1.17 -2.25 -1.89
C 2.04 -3.12 -1.14
S 3.53 -3.41 -2.29
C 2.72 -2.41 0.15
C 2.39 -2.72 1.48
C 1.48 -4.59 -0.83
C 2.48 -5.58 -0.11
O 3.65 -5.37 0.26
O 1.94 -6.91 0.21
C 1.19 -6.66 1.43
C -0.41 -6.57 1.49
O 1.90 -6.51 2.46
H 0.19 -0.04 2.77
H -0.87 -1.57 2.05
H 1.03 0.28 0.23
H -1.84 -1.24 -0.16
H -1.00 -0.13 -1.36
H 3.12 -3.14 -3.61
H 3.50 -1.59 -0.09
H 3.05 -2.28 2.31
H 1.56 -3.42 1.81
H 1.22 -5.06 -1.85
H 0.49 -4.60 -0.24
H -0.74 -7.31 2.30
H -0.92 -6.71 0.48
H -0.71 -5.52 1.87
O -6.15 -6.04 0.13
C -5.28 -5.73 -0.64
O -4.83 -4.46 -0.83
C -3.72 -4.54 -1.71
C -3.97 -5.83 -2.42
F -2.81 -6.44 -2.76
O -4.62 -6.62 -1.44
H -2.80 -4.55 -1.13
H -3.70 -3.69 -2.39
H -4.62 -5.75 -3.30
O -2.22 2.40 0.01
C -3.18 1.73 0.24
O -3.74 0.85 -0.65
C -4.76 0.16 0.05
C -5.10 1.12 1.15
F -5.49 0.45 2.27
O -3.86 1.75 1.42
H -4.37 -0.79 0.42
H -5.62 -0.04 -0.60
H -5.84 1.87 0.89
O -2.25 6.66 -4.89
C -1.77 6.19 -3.90
O -2.14 5.00 -3.36
C -1.25 4.75 -2.28
C -0.78 6.12 -1.93
F 0.49 6.10 -1.46
O -0.79 6.80 -3.17
H -0.44 4.10 -2.62
H -1.76 4.26 -1.45
H -1.42 6.65 -1.22
O 4.88 9.16 2.51
C 3.98 8.97 1.76
O 4.08 9.06 0.40
C 2.83 8.62 -0.13
C 1.90 8.86 1.01
F 0.90 7.95 1.01
O 2.71 8.63 2.15
H 2.90 7.57 -0.41
H 2.56 9.20 -1.01
H 1.48 9.87 1.05
O -5.38 5.06 -0.06
C -5.93 5.22 0.99
O -6.05 6.42 1.61
C -6.87 6.21 2.75
C -6.69 4.75 3.01
F -7.81 4.21 3.54
O -6.50 4.21 1.71
H -7.90 6.48 2.51
H -6.54 6.82 3.59
H -5.83 4.50 3.64
O 0.89 -3.46 3.74
C 1.36 -3.95 4.73
O 0.98 -5.15 5.24
C 1.86 -5.43 6.33
C 2.33 -4.06 6.71
F 3.59 -4.10 7.19
O 2.33 -3.36 5.48
H 2.67 -6.07 5.98
H 1.33 -5.93 7.14
H 1.67 -3.55 7.43
O -9.08 6.72 4.65
C -9.38 7.81 4.26
O -8.48 8.74 3.83
C -9.24 9.84 3.34
C -10.54 9.68 4.06
F -11.57 10.12 3.30
O -10.66 8.28 4.20
H -9.34 9.75 2.25
H -8.75 10.79 3.57
H -10.58 10.15 5.04
O 9.76 -2.34 -2.57
C 8.87 -3.13 -2.72
O 8.26 -3.80 -1.71
C 7.18 -4.53 -2.29
C 7.63 -4.67 -3.71
F 6.57 -4.69 -4.55
O 8.36 -3.48 -3.94
H 6.26 -3.95 -2.19
H 7.05 -5.49 -1.80
H 8.26 -5.54 -3.90
O 11.82 -5.65 -9.35
C 11.27 -5.51 -8.29
O 11.14 -4.32 -7.64
C 10.31 -4.56 -6.51
C 10.50 -6.03 -6.29
F 9.37 -6.59 -5.78
O 10.69 -6.53 -7.59
H 9.28 -4.30 -6.75
H 10.64 -3.97 -5.66
H 11.36 -6.29 -5.66
```

Values from the calculation:
- Charge: 0
- HOMO: -0.339 Ha
- SMILES string: C=CCC(=O)O[C@@](S)(C=C)CC(=O)OC(C)=O.O=C1OC[C@@H](F)O1.O=C1OC[C@@H](F)O1.O=C1OC[C@@H](F)O1.O=C1OC[C@@H](F)O1.O=C1OC[C@@H](F)O1.O=C1OC[C@@H](F)O1.O=C1OC[C@@H](F)O1.O=C1OC[C@@H](F)O1.O=C1OC[C@@H](F)O1
- Electronic energy: -5177.1891 a.u.

Atomic partial charges in e from the Mulliken method, atoms 1 to 2:
1. C -0.83
2. C 0.14

***

[3]
Density functional theory data (the ωB97M-V functional and the def2-TZVPD basis) for C38H41MoN3O4P2Si2 as an isolated structure in a non-equilibrium geometry.

```
91
Properties=species:S:1:pos:R:3
Mo 0.42 0.65 1.12
C 2.74 -1.64 2.33
Si 3.30 -1.02 0.66
C 3.74 -2.49 -0.41
C 4.70 0.15 0.83
N 1.90 -0.19 -0.02
P 1.45 0.63 -1.38
C -0.15 1.10 -0.96
P -1.41 -0.06 -0.77
N -1.33 -0.36 0.84
Si -2.35 -1.30 1.95
C -1.40 -1.48 3.54
C -3.99 -0.47 2.22
C -2.66 -2.99 1.23
C -1.27 -1.63 -1.65
C -1.98 -1.88 -2.83
C -1.80 -3.07 -3.52
C -0.90 -4.02 -3.05
C -0.19 -3.78 -1.88
C -0.37 -2.59 -1.18
C -3.02 0.62 -1.20
C -4.16 -0.17 -1.25
C -5.41 0.41 -1.43
C -5.51 1.79 -1.56
C -4.37 2.59 -1.52
C -3.12 2.00 -1.34
C 2.41 2.16 -1.61
C 2.72 2.61 -2.89
C 3.31 3.86 -3.06
C 3.59 4.66 -1.97
C 3.28 4.22 -0.69
C 2.69 2.98 -0.51
C 1.94 -0.31 -2.84
C 3.31 -0.57 -2.98
C 3.76 -1.32 -4.05
C 2.86 -1.81 -5.00
C 1.51 -1.52 -4.87
C 1.06 -0.77 -3.80
H 3.21 -2.60 2.56
H 1.66 -1.81 2.35
H 2.99 -0.94 3.13
H 3.99 -3.34 0.23
H 4.59 -2.30 -1.07
H 2.89 -2.78 -1.04
H 5.54 -0.31 1.35
H 4.37 1.02 1.41
H 5.07 0.51 -0.14
H -0.46 -0.93 3.54
H -1.16 -2.53 3.73
H -1.98 -1.11 4.39
H -4.18 0.34 1.51
H -4.04 -0.05 3.23
H -4.80 -1.20 2.12
H -1.75 -3.59 1.22
H -3.06 -2.98 0.21
H -3.39 -3.49 1.87
H -2.66 -1.14 -3.21
H -2.36 -3.26 -4.43
H -0.77 -4.95 -3.58
H 0.51 -4.51 -1.51
H 0.18 -2.41 -0.27
H -4.10 -1.25 -1.12
H -6.29 -0.20 -1.47
H -6.48 2.25 -1.70
H -4.45 3.66 -1.62
H -2.23 2.61 -1.31
H 2.51 2.00 -3.75
H 3.55 4.20 -4.06
H 4.04 5.64 -2.11
H 3.50 4.84 0.17
H 2.48 2.64 0.50
H 4.02 -0.19 -2.26
H 4.82 -1.53 -4.16
H 3.21 -2.40 -5.83
H 0.80 -1.88 -5.61
H 0.00 -0.54 -3.72
O -3.57 1.56 6.48
C -2.51 2.20 6.51
O -1.97 2.90 7.38
C -1.80 2.17 5.17
C -2.53 2.21 3.98
C -1.91 1.98 2.78
N -0.59 1.72 2.71
C 0.14 1.80 3.83
C -0.41 2.02 5.07
C 1.61 1.58 3.58
O 2.46 1.57 4.42
O 1.83 1.41 2.26
H -3.60 2.35 4.03
H -2.45 1.97 1.84
H 0.21 2.08 5.95
```

Values from the calculation:
- Spin multiplicity: 3
- Charge: 0
- HOMO (spin up / spin down): -0.283 / -0.284 Ha
- Energy relative to the best compared isomer or geometry (same formula, charge and spin): 11.6 kcal/mol
- Electronic energy: -3267.9299 a.u.

Atomic partial charges in e from the Mulliken method, atoms 1 to 2:
1. Mo -0.95
2. C -0.99